9
Properties=species:S:1:pos:R:3 method="wB97M-V/def2-TZVPD" orbital_gap_ev="5.7 / 6.7" s_squared=2.02 multiplicity=3 de_lowest_kcal_mol=94.01 homo_energy_ev="-5.34 / -9.41"
C -1.992 0.392 0.819
C -1.072 -0.093 0.203
C -0.060 -0.709 -0.564
O 2.242 0.970 -0.216
S 1.778 -0.489 0.388
H -2.952 0.605 1.169
H 0.253 -0.473 -1.609
H -0.074 -1.718 -0.667
H 1.877 1.515 0.477